No. 1
{
  "formula": "C2H4N4O",
  "method": "ωB97M-V/def2-TZVPD",
  "homo_lumo_gap_ev": 9.52,
  "smiles": "[H]/N=c1/nc(N)[nH]o1",
  "lumo_ha": 0.019,
  "total_energy_ev": -10145.370,
  "species": ["H", "N", "C", "N", "C", "N", "N", "O", "H", "H", "H"],
  "xyz": [[-1.294, -2.386, 1.705], [-1.760, -1.688, 1.092], [-0.862, -0.936, 0.649], [-1.015, 0.037, -0.332], [0.165, 0.545, -0.466], [0.421, 1.638, -1.188], [1.162, -0.180, 0.207], [0.475, -1.087, 0.986], [-0.337, 1.885, -1.776], [1.316, 1.746, -1.659], [1.729, 0.426, 0.783]]
}



No. 2
{
  "formula": "C5H13NO2",
  "method": "ωB97M-V/def2-TZVPD",
  "homo_lumo_gap_ev": [10.58, 5.96],
  "charge": 1,
  "s2": 0.7544,
  "multiplicity": 2,
  "lumo_ha": [-0.113, -0.282],
  "total_energy_ev": -10971.592,
  "species": ["C", "N", "C", "C", "C", "O", "C", "H", "H", "H", "H", "H", "H", "H", "H", "H", "H", "H", "H", "H", "O"],
  "xyz": [[1.886, -1.154, 0.462], [1.213, -0.031, -0.162], [0.046, 0.596, 0.454], [-0.664, 1.444, -0.627], [-1.448, 2.562, 0.018], [-1.316, 3.011, 1.124], [-0.947, -0.368, 1.125], [1.531, -1.630, 1.354], [2.814, -0.801, 0.904], [2.192, -1.820, -0.401], [1.216, -0.096, -1.182], [0.431, 1.337, 1.187], [0.128, 1.865, -1.216], [-1.413, 0.831, -1.160], [-2.165, 3.091, -0.637], [-0.345, -1.149, 1.607], [-1.466, 0.097, 1.959], [-1.635, -0.864, 0.448], [0.400, -2.389, -1.075], [-0.301, -2.576, -2.453], [-0.157, -1.955, -1.728]]
}



No. 3
{
  "formula": "C23H57I3N3O8",
  "method": "ωB97M-V/def2-TZVPD",
  "homo_lumo_gap_ev": 6.81,
  "charge": 1,
  "lumo_ha": -0.167,
  "total_energy_ev": -69915.200,
  "species": ["C", "C", "I", "C", "I", "C", "N", "C", "N", "I", "C", "C", "N", "H", "H", "H", "H", "H", "H", "H", "H", "H", "C", "C", "O", "H", "H", "H", "H", "H", "H", "C", "C", "O", "H", "H", "H", "H", "H", "H", "C", "C", "O", "H", "H", "H", "H", "H", "H", "C", "C", "O", "H", "H", "H", "H", "H", "H", "C", "C", "O", "H", "H", "H", "H", "H", "H", "C", "C", "O", "H", "H", "H", "H", "H", "H", "C", "C", "O", "H", "H", "H", "H", "H", "H", "C", "C", "O", "H", "H", "H", "H", "H", "H"],
  "xyz": [[6.685, 0.166, -4.179], [5.418, 1.017, -4.701], [5.088, 1.092, -6.878], [4.527, 1.707, -3.818], [4.738, 1.641, -1.623], [3.306, 2.580, -4.352], [3.273, 3.778, -5.182], [1.874, 4.106, -5.270], [0.956, 3.230, -4.560], [-1.088, 3.405, -4.417], [1.855, 2.236, -3.967], [1.218, 1.081, -3.060], [0.330, 0.261, -3.932], [6.503, -0.961, -4.169], [7.024, 0.478, -3.122], [7.559, 0.469, -4.875], [4.087, 4.271, -5.580], [1.592, 5.032, -5.872], [0.655, 1.616, -2.203], [2.030, 0.450, -2.550], [-0.660, 0.332, -3.668], [0.639, -0.723, -3.984], [2.670, -2.570, -0.566], [2.705, -2.807, -2.062], [2.821, -1.566, -2.755], [1.828, -1.924, -0.299], [2.576, -3.513, -0.024], [3.580, -2.061, -0.233], [1.786, -3.295, -2.394], [3.552, -3.443, -2.338], [3.641, -1.144, -2.463], [-2.485, 5.708, -0.329], [-1.861, 4.563, 0.443], [-0.928, 3.866, -0.379], [-2.993, 5.337, -1.223], [-3.206, 6.247, 0.289], [-1.717, 6.411, -0.667], [-2.627, 3.853, 0.760], [-1.340, 4.929, 1.333], [-0.248, 4.499, -0.648], [0.375, 8.028, -4.700], [0.779, 8.083, -3.240], [0.067, 7.100, -2.496], [-0.699, 8.196, -4.808], [0.911, 8.782, -5.282], [0.588, 7.040, -5.123], [0.546, 9.062, -2.816], [1.852, 7.903, -3.123], [0.285, 6.235, -2.871], [1.831, -0.974, -7.830], [0.380, -0.644, -8.119], [-0.474, -1.396, -7.266], [2.019, -2.041, -7.977], [2.497, -0.405, -8.483], [2.080, -0.747, -6.789], [0.129, -0.892, -9.152], [0.182, 0.422, -7.962], [-0.252, -1.164, -6.354], [0.692, -3.127, 3.938], [0.988, -3.331, 2.466], [0.880, -4.709, 2.131], [1.386, -3.707, 4.553], [0.777, -2.071, 4.210], [-0.316, -3.473, 4.181], [2.003, -3.004, 2.231], [0.289, -2.762, 1.843], [-0.023, -4.988, 2.333], [-2.642, -0.800, 6.136], [-2.346, -1.010, 4.664], [-2.456, -2.389, 4.333], [-1.949, -1.379, 6.753], [-2.556, 0.255, 6.406], [-3.650, -1.144, 6.382], [-1.330, -0.685, 4.428], [-3.044, -0.442, 4.041], [-3.360, -2.666, 4.537], [-2.978, -4.210, 9.300], [-2.993, -2.888, 10.042], [-4.075, -2.082, 9.588], [-2.882, -4.044, 8.223], [-2.148, -4.836, 9.635], [-3.915, -4.753, 9.457], [-2.066, -2.339, 9.865], [-3.101, -3.046, 11.119], [-4.892, -2.570, 9.755], [-4.500, -6.429, 4.897], [-4.515, -5.107, 5.639], [-5.598, -4.304, 5.184], [-4.404, -6.263, 3.821], [-3.670, -7.055, 5.233], [-5.436, -6.972, 5.054], [-3.588, -4.558, 5.463], [-4.623, -5.264, 6.717], [-6.415, -4.792, 5.351]]
}



No. 4
{
  "formula": "C16H52N6O10",
  "method": "ωB97M-V/def2-TZVPD",
  "homo_lumo_gap_ev": 9.27,
  "smiles": "NC(N)=O.NC(N)=O.NC(N)=O.CCO.CCO.CCO.CCO.CCO.CCO.CO",
  "lumo_ha": -0.001,
  "total_energy_ev": -46852.625,
  "species": ["N", "C", "N", "O", "H", "H", "H", "H", "N", "C", "N", "O", "H", "H", "H", "H", "N", "C", "N", "O", "H", "H", "H", "H", "C", "C", "O", "H", "H", "H", "H", "H", "H", "C", "C", "O", "H", "H", "H", "H", "H", "H", "C", "C", "O", "H", "H", "H", "H", "H", "H", "C", "C", "O", "H", "H", "H", "H", "H", "H", "C", "C", "O", "H", "H", "H", "H", "H", "H", "C", "C", "O", "H", "H", "H", "H", "H", "H", "C", "O", "H", "H", "H", "H"],
  "xyz": [[-2.790, -7.003, 28.722], [-2.167, -5.808, 28.966], [-1.455, -5.335, 27.908], [-2.237, -5.248, 30.054], [-2.682, -7.458, 27.835], [-3.245, -7.480, 29.475], [-0.799, -4.590, 28.036], [-1.410, -5.934, 27.092], [1.646, -10.491, 24.069], [1.222, -10.279, 25.347], [2.067, -9.522, 26.127], [0.119, -10.622, 25.788], [1.048, -10.985, 23.423], [2.520, -10.092, 23.792], [2.780, -8.998, 25.656], [1.677, -9.161, 26.981], [-1.526, -13.134, 24.095], [-2.687, -12.905, 24.775], [-2.538, -12.088, 25.866], [-3.736, -13.482, 24.517], [-1.615, -13.683, 23.263], [-0.670, -12.695, 24.381], [-1.693, -11.543, 25.947], [-3.346, -11.827, 26.397], [-3.862, -8.505, 25.340], [-2.337, -8.412, 25.427], [-1.974, -7.018, 25.479], [-4.125, -8.116, 24.359], [-4.338, -7.982, 26.169], [-4.112, -9.563, 25.447], [-1.904, -8.883, 24.544], [-1.948, -8.909, 26.321], [-1.384, -6.827, 24.731], [0.221, -8.689, 28.992], [1.043, -7.606, 29.654], [2.328, -7.551, 28.998], [-0.747, -8.658, 29.506], [0.569, -9.693, 29.232], [0.011, -8.481, 27.945], [1.201, -7.829, 30.712], [0.509, -6.658, 29.549], [2.826, -6.873, 29.468], [-0.380, -3.570, 24.114], [-1.021, -4.515, 23.111], [-0.605, -5.878, 23.315], [0.706, -3.695, 24.131], [-0.711, -3.725, 25.145], [-0.639, -2.541, 23.861], [-0.683, -4.148, 22.138], [-2.099, -4.574, 23.230], [0.350, -5.922, 23.201], [-6.975, -7.341, 22.247], [-5.621, -7.055, 21.629], [-5.087, -8.306, 21.097], [-7.242, -6.597, 22.994], [-6.827, -8.268, 22.812], [-7.724, -7.530, 21.484], [-4.928, -6.681, 22.387], [-5.647, -6.331, 20.810], [-4.186, -8.028, 20.890], [-5.721, -5.308, 25.400], [-4.666, -4.703, 24.486], [-5.119, -4.299, 23.193], [-5.240, -5.449, 26.373], [-6.107, -6.281, 25.105], [-6.522, -4.585, 25.570], [-3.876, -5.443, 24.360], [-4.279, -3.790, 24.947], [-5.887, -3.726, 23.274], [-0.014, -9.337, 21.224], [-0.724, -10.661, 21.356], [0.161, -11.716, 21.764], [-0.690, -8.508, 21.029], [0.656, -9.439, 20.361], [0.650, -9.097, 22.055], [-1.241, -10.837, 20.409], [-1.505, -10.656, 22.128], [-0.116, -12.531, 21.339], [-6.261, -11.443, 22.651], [-5.748, -11.067, 21.381], [-7.192, -10.894, 22.857], [-6.474, -12.508, 22.630], [-5.546, -11.218, 23.448], [-5.432, -10.155, 21.426]]
}



No. 5
{
  "formula": "C3H4O2Yb",
  "method": "ωB97M-V/def2-TZVPD",
  "homo_lumo_gap_ev": [6.39, 8.25],
  "charge": 1,
  "s2": 0.7539,
  "multiplicity": 2,
  "lumo_ha": [-0.149, -0.188],
  "total_energy_ev": -38788.111,
  "species": ["C", "O", "C", "C", "O", "Yb", "H", "H", "H", "H"],
  "xyz": [[1.940, 0.455, -3.467], [-1.450, -0.213, -0.616], [-0.580, 0.878, -0.651], [0.095, 1.155, -1.814], [1.455, 1.352, -4.099], [-1.155, -2.260, -2.386], [-2.358, 0.090, -0.520], [-0.059, 1.046, 0.299], [1.320, 1.081, -1.673], [-0.601, 1.420, -2.617]]
}



No. 6
{
  "formula": "C12H16N3",
  "method": "ωB97M-V/def2-TZVPD",
  "homo_lumo_gap_ev": [5.86, 7.64],
  "charge": 1,
  "lumo_ha": [-0.137, -0.117],
  "total_energy_ev": -17164.330,
  "species": ["C", "C", "C", "C", "C", "C", "C", "C", "C", "C", "C", "C", "N", "N", "N", "H", "H", "H", "H", "H", "H", "H", "H", "H", "H", "H", "H", "H", "H", "H", "H"],
  "xyz": [[-3.450, 3.614, -1.818], [-4.134, 2.561, -2.370], [-2.385, 3.394, -1.009], [-3.767, 1.265, -2.086], [-2.028, 2.143, -0.710], [-2.694, 0.987, -1.213], [1.871, -1.953, 1.145], [-1.054, 1.804, 0.266], [-2.286, -0.164, -0.558], [-1.130, 0.198, 0.381], [0.315, -0.268, 0.145], [4.408, -1.723, 0.924], [2.017, -2.955, 2.052], [2.973, -1.446, 0.558], [0.705, -1.249, 1.013], [-3.525, 4.655, -2.083], [-4.956, 2.588, -3.155], [-1.867, 4.241, -0.564], [-4.414, 0.546, -2.552], [-0.008, 2.208, 0.220], [-1.437, 2.194, 1.301], [-2.668, -1.125, -0.763], [-1.428, -0.043, 1.427], [0.921, -0.091, -0.717], [4.687, -2.756, 0.529], [5.083, -0.905, 0.504], [4.708, -1.743, 2.021], [2.869, -3.601, 2.045], [1.173, -3.372, 2.321], [2.835, -0.773, -0.165], [0.086, -1.386, 1.778]]
}